Entry 1:
Below is the ion C25H22BrN2O6S with charge -1 at a distorted geometry, with properties calculated with ωB97M-V/def2-TZVPD.

The value obtained for the relative energy (zero: lowest compared OMol25 entry of this formula, charge and spin) is 14.9 kcal/mol. Its total energy is -122422.235 eV. The structure (SMILES) is CCOC(=O)[C@H](c1ccccc1)[C@@H]1C(=[N+]([O-])[O-])c2c(Br)cccc2N1S(=O)(=O)c1ccc(C)cc1. For the gap between HOMO and LUMO, the calculation gives 5.4642 eV.

Geometry as ORCA input:
```
! RIJCOSX wB97M-V def2-TZVPD def2/J DEFGRID3
* xyz -1 1
C -5.0058 4.3021 -2.8061
C -4.2680 3.2284 -2.0431
C -4.4494 3.0810 -0.6677
C -3.7399 2.1313 0.0632
C -2.8127 1.3129 -0.5787
S -1.8328 0.1174 0.4015
O -2.1207 0.4688 1.7843
O -2.0055 -1.2247 -0.1106
N -0.0894 0.2583 0.2674
C 0.5674 1.4634 0.5042
C 0.0726 2.6622 1.0353
C 0.8308 3.8266 0.9615
C 2.0867 3.7843 0.3148
C 2.5782 2.5970 -0.2314
Br 4.0824 2.6882 -1.4354
C 1.8811 1.3774 -0.0548
C 1.9939 0.0443 -0.5800
N 3.0451 -0.6015 -1.2603
O 4.2479 -0.3892 -0.9617
O 2.7029 -1.4062 -2.1755
C 0.7904 -0.7330 -0.3117
C -2.6667 1.3912 -1.9653
C -3.3768 2.3586 -2.6718
H -4.7545 4.2654 -3.8682
H -6.0866 4.1692 -2.7044
H -4.7571 5.3010 -2.4315
H -5.1672 3.7305 -0.1655
H -3.8955 2.0143 1.1261
H -0.9040 2.6753 1.5270
H 0.4339 4.7777 1.3471
H 2.6531 4.7015 0.1917
H 0.3362 -1.3177 -1.1704
H -2.0091 0.7022 -2.4708
H -3.2466 2.4458 -3.7519
C -0.8474 -1.0660 4.4700
C 0.4546 -1.6049 3.9466
O 0.4046 -1.5110 2.4991
C 1.4703 -2.0399 1.8693
C 1.0589 -2.2473 0.4404
C 1.9436 -3.2113 -0.2919
C 3.2792 -3.5257 0.0716
C 4.0598 -4.3828 -0.7372
C 3.5001 -4.9673 -1.8686
C 2.1933 -4.6581 -2.2465
C 1.4146 -3.8034 -1.4594
O 2.4607 -2.3956 2.5193
H -0.8752 -1.0469 5.5583
H -1.0509 -0.0576 4.1344
H -1.6722 -1.6782 4.1113
H 1.3437 -1.0319 4.2399
H 0.6196 -2.6530 4.2209
H -0.0133 -2.6350 0.4340
H 3.7100 -3.0762 0.9615
H 5.1083 -4.5372 -0.4727
H 4.1271 -5.5377 -2.5345
H 1.7855 -5.0163 -3.1925
H 0.4107 -3.5210 -1.7810
*
```

Atomic partial charges in e from the Löwdin method, atoms 1 to 2: C -0.0525; C -0.2718


Entry 2:
Below is an isolated molecule of C4H5NS at a distorted geometry, with properties calculated with ωB97M-V/def2-TZVPD.

The value obtained for the relative energy (zero: lowest compared OMol25 entry of this formula, charge and spin) is 63.5 kcal/mol. Its total energy is -16551.310 eV. The structure (SMILES) is C#CC/C=N/S. For the gap between HOMO and LUMO, the calculation gives 10.0244 eV.

Geometry as ORCA input:
```
! RIJCOSX wB97M-V def2-TZVPD def2/J DEFGRID3
* xyz 0 1
C -0.2089 0.6471 0.2086
C -0.1803 -0.8911 0.1087
C 1.1223 -1.4963 -0.2272
C 2.1594 -1.9984 -0.5547
H -2.7181 3.0771 0.1025
H 0.7818 1.1100 0.3706
H -0.4635 -1.1704 1.1565
H -0.9440 -1.1062 -0.6046
H 3.1257 -2.3689 -0.7949
N -1.3256 1.2134 0.0220
S -1.3488 2.9837 0.2124
*
```

Atomic partial charges in e from the Löwdin method, atoms 1 to 2: C -0.3147; C -0.1856


Entry 3:
Below is an isolated molecule of C22H30N4O2 at a distorted geometry, with properties calculated with ωB97M-V/def2-TZVPD.

The value obtained for the relative energy (zero: lowest compared OMol25 entry of this formula, charge and spin) is 89.7 kcal/mol. Its total energy is -33355.305 eV. The structure (SMILES) is CC(C)=CCN1CCN(Cc2ccc(Oc3ncccn3)cc2)C[C@H]1CCO. For the gap between HOMO and LUMO, the calculation gives 8.6486 eV.

Geometry as ORCA input:
```
! RIJCOSX wB97M-V def2-TZVPD def2/J DEFGRID3
* xyz 0 1
C 4.5131 1.2347 1.7792
C 3.2243 1.6881 2.3935
C 2.0527 1.6279 1.7716
C 1.8207 1.1137 0.3760
N 2.3163 -0.2475 0.2048
C 2.3032 -0.7098 -1.1687
C 0.9136 -1.1308 -1.6602
N 0.4045 -2.1618 -0.7768
C 0.2955 -1.6518 0.5765
H -0.0887 -2.4468 1.2184
C 1.6807 -1.2187 1.0852
C 2.6024 -2.4322 1.2677
H 3.6373 -2.0921 1.1791
H 2.4048 -3.1634 0.4832
C 2.4166 -3.0983 2.6307
O 3.2200 -4.2443 2.7873
H 4.1372 -3.9993 2.6207
H 1.3899 -3.4500 2.7527
H 2.6289 -2.3706 3.4293
H 1.5587 -0.7281 2.0576
H -0.3997 -0.7959 0.6389
C -0.8101 -2.8081 -1.2584
C -2.0005 -1.8851 -1.3461
C -2.8482 -1.7140 -0.2573
C -3.8763 -0.7915 -0.2952
C -4.0675 -0.0184 -1.4325
C -3.2485 -0.1941 -2.5382
C -2.2236 -1.1207 -2.4857
H -1.5925 -1.2573 -3.3518
H -3.4122 0.3900 -3.4298
O -5.1476 0.8500 -1.4309
C -5.0137 2.0914 -1.8842
N -6.1534 2.7732 -1.9595
C -6.0710 4.0245 -2.3664
C -4.8635 4.6222 -2.7034
C -3.7406 3.8188 -2.5873
N -3.8075 2.5627 -2.1838
H -2.7463 4.1779 -2.8209
H -4.8031 5.6449 -3.0340
H -7.0106 4.5588 -2.4216
H -4.5367 -0.6579 0.5473
H -2.7048 -2.3117 0.6311
H -0.5831 -3.2233 -2.2444
H -1.0260 -3.6348 -0.5757
H 0.9983 -1.5429 -2.6686
H 0.2478 -0.2507 -1.6996
H 2.7012 0.0790 -1.8113
H 2.9688 -1.5746 -1.2318
H 0.7491 1.2078 0.1399
H 2.3695 1.7399 -0.3368
H 1.1691 1.9846 2.2849
C 3.3485 2.2362 3.7841
H 2.3975 2.6165 4.1480
H 4.0801 3.0433 3.8053
H 3.6958 1.4597 4.4657
H 5.1340 2.0994 1.5427
H 4.3297 0.6652 0.8749
H 5.0657 0.6160 2.4845
*
```

Atomic partial charges in e from the Löwdin method, atoms 1 to 2: C -0.0503; C -0.3506


Entry 4:
Below is a cluster of 7 separate species, C16H46O7 in total at a distorted geometry, with properties calculated with ωB97M-V/def2-TZVPD.

The value obtained for the relative energy (zero: lowest compared OMol25 entry of this formula, charge and spin) is 22.2 kcal/mol. Its total energy is -31669.205 eV. The structure (SMILES) is CC(C)O.CC(C)O.CCO.CCO.CCO.CCO.CCO. For the gap between HOMO and LUMO, the calculation gives 10.2272 eV.

Geometry as ORCA input:
```
! RIJCOSX wB97M-V def2-TZVPD def2/J DEFGRID3
* xyz 0 1
C -2.3158 -0.1815 -3.9925
C -1.5259 -0.6075 -2.7699
C -2.1131 -1.8378 -2.1005
O -0.1320 -0.8139 -3.0877
H -2.5681 -1.0202 -4.6481
H -1.7429 0.5290 -4.5936
H -3.2396 0.3156 -3.6951
H -1.5176 0.2346 -2.0748
H -1.5937 -2.0517 -1.1649
H -1.9852 -2.7058 -2.7526
H -3.1689 -1.6840 -1.8869
H -0.0600 -1.6001 -3.6414
C -3.5071 0.4377 1.3599
C -3.5471 1.2069 2.6768
C -2.2508 1.0416 3.4508
O -3.7484 2.5961 2.3427
H -3.5048 -0.6334 1.5893
H -2.5868 0.6597 0.8176
H -4.3828 0.6269 0.7437
H -4.4326 0.8691 3.2214
H -2.4116 1.1550 4.5231
H -1.5464 1.7888 3.0839
H -1.7935 0.0668 3.2883
H -4.1910 3.0451 3.0677
C 0.1216 -0.0092 0.2987
C 1.2102 -1.0742 0.2820
O 1.7500 -1.2258 -1.0173
H 0.4906 0.8951 -0.1950
H -0.1756 0.2649 1.3120
H -0.7498 -0.3447 -0.2660
H 0.7428 -2.0268 0.5780
H 2.0041 -0.8993 1.0003
H 1.0250 -1.0992 -1.6461
C 4.3720 -1.2306 2.6216
C 4.8367 -0.7040 1.2691
O 6.1208 -0.0520 1.4257
H 5.0447 -2.0221 2.9514
H 3.3528 -1.6207 2.6021
H 4.3931 -0.4268 3.3596
H 4.1548 0.0512 0.8718
H 4.9938 -1.4936 0.5421
H 5.9591 0.8176 1.8030
C -0.7552 -2.4790 3.1915
C 0.1783 -3.6133 2.8982
O 1.4653 -3.2556 3.4163
H -0.8347 -2.3649 4.2716
H -1.7559 -2.7718 2.8492
H -0.4849 -1.5623 2.6794
H 0.2531 -3.8530 1.8337
H -0.1915 -4.5113 3.4074
H 2.0215 -4.0359 3.4781
C 3.0019 0.0874 -3.8642
C 2.3608 0.7396 -5.0833
O 1.1514 1.3786 -4.7165
H 3.8386 -0.5406 -4.1755
H 2.2685 -0.5202 -3.3414
H 3.3391 0.8541 -3.1679
H 2.1949 -0.0106 -5.8706
H 2.9989 1.5230 -5.4950
H 0.6286 0.7176 -4.2387
C -0.9390 3.2725 -0.5571
C -1.1746 4.4915 0.2995
O -2.5124 4.6186 0.7147
H -1.4440 3.3618 -1.5218
H -1.3625 2.3989 -0.0534
H 0.1208 3.0910 -0.7425
H -0.9235 5.4082 -0.2351
H -0.4942 4.4522 1.1662
H -2.7302 3.8868 1.3068
*
```

Atomic partial charges in e from the Löwdin method, atoms 1 to 2: C -0.0411; C -0.4662


Entry 5:
Below is an isolated molecule of C3H7Cl2N3 at a distorted geometry, with properties calculated with ωB97M-V/def2-TZVPD.

The value obtained for the relative energy (zero: lowest compared OMol25 entry of this formula, charge and spin) is 63.8 kcal/mol. Its total energy is -32735.797 eV. The structure (SMILES) is C/N=C(\NN)C(Cl)Cl. For the gap between HOMO and LUMO, the calculation gives 9.8639 eV.

Geometry as ORCA input:
```
! RIJCOSX wB97M-V def2-TZVPD def2/J DEFGRID3
* xyz 0 1
C 2.2239 0.4807 -0.4553
C -0.1554 0.2888 -0.3125
C -1.4814 0.5398 -0.8081
H 2.4385 0.7491 0.5703
H 2.8888 1.2137 -1.1383
H 2.8881 -0.5819 -0.8122
H 0.7664 -0.6918 1.3126
H -1.5786 -2.0541 1.0724
H -1.4628 -0.9413 2.2770
H -1.1664 1.1516 -1.6360
N 0.8521 0.7269 -0.8800
N 0.0087 -0.6286 0.6191
N -1.3252 -1.0677 1.1162
Cl -2.4141 -0.8725 -1.1754
Cl -2.4826 1.6874 0.2503
*
```

Atomic partial charges in e from the Löwdin method, atoms 1 to 2: C -0.1661; C -0.6275


Entry 6:
Below is a cluster of 2 separate species, C4H7N in total at a distorted geometry, with properties calculated with ωB97M-V/def2-TZVPD.

The value obtained for the relative energy (zero: lowest compared OMol25 entry of this formula, charge and spin) is 54.1 kcal/mol. Its total energy is -5749.071 eV. The structure (SMILES) is C=CC.C#N. For the gap between HOMO and LUMO, the calculation gives 10.6003 eV.

Geometry as ORCA input:
```
! RIJCOSX wB97M-V def2-TZVPD def2/J DEFGRID3
* xyz 0 1
C -3.5244 -0.0832 0.0886
C -0.1846 -0.4546 -1.1525
C 0.4043 0.2924 -0.1975
C 1.0537 -0.3881 0.8602
N -4.4873 0.4789 0.5216
H -2.7801 -0.6660 -0.2737
H -0.2568 -1.5299 -1.0884
H -0.3283 -0.1334 -2.1757
H 0.3868 1.3786 -0.1113
H 1.7027 0.2769 1.4668
H 1.7030 -1.2043 0.5747
H 0.3709 -0.8784 1.7079
*
```

Atomic partial charges in e from the Löwdin method, atoms 1 to 2: C -0.0503; C -0.0374


Question: What is the formula in the first record?
Answer: C25H22BrN2O6S